{"formula": "C34H35N7S2Ti", "method": "ωB97M-V/def2-TZVPD", "largest_force_ev_per_a": 1.1, "e_above_lowest_kcal_mol": 7.17, "charge": 2, "e_homo_ev": -13.01, "e_tot_ha": -3345.3501, "species": ["Ti", "C", "N", "C", "C", "C", "C", "C", "C", "C", "N", "C", "C", "C", "C", "C", "C", "N", "C", "C", "H", "H", "H", "H", "H", "H", "H", "H", "H", "H", "H", "H", "H", "H", "H", "H", "H", "H", "H", "H", "S", "C", "C", "C", "C", "C", "C", "C", "C", "C", "N", "H", "H", "H", "H", "H", "H", "C", "N", "C", "C", "N", "C", "S", "C", "C", "C", "C", "C", "N", "H", "H", "H", "H", "H", "H", "H", "H", "H"], "xyz": [[0.35318, 0.15554, 0.29005], [2.26121, -0.61235, 2.58656], [1.02770, 0.21686, 2.40571], [1.29390, 1.56610, 2.97955], [-0.04582, -0.46061, 3.16051], [-0.03182, -0.53223, 4.54237], [-0.94925, -1.33828, 5.19784], [-1.84563, -2.09510, 4.45719], [-1.86973, -2.00518, 3.07477], [-0.99399, -1.14646, 2.41709], [-0.95474, -0.96104, 1.00337], [-2.05710, -1.45727, 0.21851], [-3.37629, -1.18623, 0.56682], [-4.41596, -1.62420, -0.23657], [-4.13996, -2.34327, -1.39136], [-2.82691, -2.64208, -1.72579], [-1.77748, -2.20315, -0.92767], [-0.40798, -2.47758, -1.20668], [-0.09941, -2.71589, -2.61004], [0.08153, -3.58375, -0.37437], [2.50122, -0.66720, 3.64815], [3.08925, -0.15669, 2.04976], [2.08709, -1.62128, 2.21745], [2.06316, 2.06294, 2.39922], [0.37885, 2.15113, 2.96458], [1.65132, 1.46943, 4.00301], [0.70067, 0.01364, 5.12139], [-0.94512, -1.39062, 6.27770], [-2.53832, -2.75915, 4.95702], [-2.57658, -2.59609, 2.50908], [-3.59273, -0.63509, 1.47220], [-5.43772, -1.40362, 0.04134], [-4.94695, -2.68728, -2.02420], [-2.61981, -3.22183, -2.61558], [-0.42520, -3.70299, -2.95783], [0.98321, -2.66215, -2.73911], [-0.56797, -1.95751, -3.23604], [-0.44679, -4.51643, -0.60251], [-0.06320, -3.35154, 0.68068], [1.14575, -3.72903, -0.55851], [-1.28129, 4.36940, 0.28887], [-2.58099, 3.36239, 0.74796], [-2.21054, 2.05550, 0.84133], [-0.83352, 1.83618, 0.52888], [-0.22300, 3.03012, 0.21537], [1.20243, 3.13074, -0.05443], [1.86612, 4.32845, -0.29784], [3.23729, 4.32270, -0.45067], [3.91954, 3.11588, -0.34259], [3.19188, 1.96800, -0.11620], [1.85430, 1.95015, 0.00634], [-3.55366, 3.79160, 0.93620], [-2.90620, 1.28302, 1.12439], [1.30504, 5.25255, -0.34503], [3.77345, 5.24544, -0.63071], [4.99640, 3.06524, -0.42120], [3.69051, 1.01432, -0.01310], [5.02055, -1.86434, -1.95733], [4.10991, -0.87438, -2.53039], [4.32033, -0.17875, -3.70696], [3.26693, 0.62227, -3.89173], [2.39281, 0.42192, -2.81011], [2.93625, -0.52171, -1.98161], [2.40569, -1.19721, -0.52145], [1.08768, 0.99403, -2.77942], [0.78741, 2.01075, -3.67133], [-0.52471, 2.43523, -3.79015], [-1.51050, 1.80833, -3.04878], [-1.11035, 0.85776, -2.14079], [0.17554, 0.48251, -1.94874], [5.88517, -1.94445, -2.60880], [4.52382, -2.82914, -1.88550], [5.33361, -1.54948, -0.96425], [5.19556, -0.32842, -4.31445], [3.05343, 1.27963, -4.71031], [1.55443, 2.46966, -4.27266], [-0.77127, 3.23254, -4.47910], [-2.55541, 2.06573, -3.14372], [-1.84391, 0.36255, -1.51838]], "atomic_forces_ev_per_a": [[0.6, -0.2, -0.9], [-0.1, 0.1, 0.0], [-0.2, -0.1, 0.2], [-0.1, 0.0, 0.0], [0.3, 0.1, 0.0], [0.0, 0.0, 0.1], [0.0, 0.0, 0.0], [0.0, 0.0, 0.0], [-0.1, 0.0, 0.0], [-0.1, -0.1, -0.2], [-0.2, -0.3, 0.6], [0.2, 0.0, 0.2], [0.0, 0.1, 0.0], [0.0, 0.0, 0.0], [0.0, 0.0, 0.0], [0.0, 0.1, -0.1], [0.2, -0.1, -0.1], [-0.1, 0.0, 0.0], [0.0, 0.0, 0.0], [0.0, 0.0, 0.0], [0.0, 0.0, 0.0], [0.0, 0.0, 0.0], [0.0, 0.0, 0.0], [0.0, 0.0, 0.0], [0.0, 0.0, 0.0], [0.0, 0.0, 0.0], [0.0, 0.0, 0.0], [0.0, 0.0, 0.0], [0.0, 0.0, 0.0], [0.0, 0.0, 0.0], [0.0, 0.0, 0.0], [0.0, 0.0, 0.0], [0.0, 0.0, 0.0], [0.0, 0.0, 0.0], [0.0, 0.0, 0.0], [0.0, 0.0, 0.0], [0.0, 0.0, 0.0], [0.0, 0.0, 0.0], [0.0, 0.0, 0.0], [0.0, 0.0, 0.0], [-0.1, 0.1, 0.0], [0.0, 0.0, 0.0], [0.1, 0.0, 0.0], [0.0, 0.1, 0.0], [0.1, 0.1, 0.0], [-0.1, -0.1, 0.0], [0.0, 0.1, 0.0], [0.0, 0.0, 0.0], [0.0, 0.0, 0.0], [0.0, 0.0, 0.0], [0.1, 0.0, 0.1], [0.0, 0.0, 0.0], [0.0, 0.0, 0.0], [0.0, 0.0, 0.0], [0.0, 0.0, 0.0], [0.0, 0.0, 0.0], [0.0, 0.0, 0.0], [0.0, 0.1, 0.0], [0.2, -0.1, 0.0], [0.0, -0.1, 0.1], [-0.1, 0.0, 0.1], [-0.2, 0.1, 0.0], [0.0, 0.1, -0.1], [-0.1, 0.1, 0.1], [0.1, -0.2, 0.0], [0.0, 0.0, -0.1], [0.0, 0.1, -0.1], [0.0, 0.0, -0.1], [0.0, -0.1, 0.0], [-0.3, 0.2, 0.0], [0.0, 0.0, 0.0], [0.0, 0.0, 0.0], [0.0, 0.0, 0.0], [0.0, 0.0, 0.0], [0.0, 0.0, 0.0], [0.0, 0.0, 0.0], [0.0, 0.0, 0.0], [0.0, 0.0, 0.0], [0.0, 0.0, 0.1]]}